Entry 1:
Formula: C10H20Cl2CrN2S
Source: the OMol25 dataset
Level of theory: ωB97M-V/def2-TZVPD

## Properties
E   -77976.307 eV
Charge   -1
2S+1   4
<S²>   3.89

Last column: Mulliken charge in e.
Geometry (Å):
1 Cr -0.476 -0.477 0.210  0.342
2 Cl 0.081 -0.045 -1.901  -0.604
3 Cl -0.064 0.340 2.235  -0.584
4 C -1.759 -1.653 0.416  -0.854
5 H -2.044 -1.909 1.451  0.161
6 H -2.325 -2.101 -0.413  0.356
7 C 1.206 -1.720 0.564  -0.971
8 C 0.032 -2.385 0.234  0.832
9 H 1.423 -1.520 1.621  0.557
10 C -0.004 -3.195 -1.120  -1.067
11 H -0.208 -3.116 1.026  0.319
12 C 1.378 -3.760 -1.423  -0.863
13 H -0.743 -3.999 -1.013  0.383
14 H -0.353 -2.537 -1.926  0.389
15 C 2.428 -2.649 -1.518  -0.661
16 H 1.657 -4.456 -0.621  0.304
17 H 1.364 -4.339 -2.352  0.413
18 C 2.425 -1.662 -0.320  -0.758
19 H 3.425 -3.100 -1.587  0.316
20 H 2.273 -2.075 -2.439  0.284
21 H 3.299 -1.882 0.317  0.417
22 H 2.579 -0.632 -0.689  0.155
23 C -1.025 3.747 2.336  -0.920
24 N -2.045 3.173 1.443  -0.262
25 C -1.666 2.466 0.348  0.487
26 S -2.427 0.973 -0.011  -0.371
27 N -0.706 2.977 -0.448  -0.087
28 C -0.568 4.416 -0.664  -1.085
29 H -0.138 4.029 1.763  0.351
30 H -0.750 3.031 3.118  0.301
31 H -1.453 4.638 2.805  0.286
32 H -2.798 2.706 1.958  0.300
33 H -0.431 2.371 -1.230  0.097
34 H 0.480 4.709 -0.530  0.316
35 H -0.873 4.672 -1.686  0.308
36 H -1.195 4.962 0.046  0.409

---

Entry 2:
Formula: C32H41BrN5O5
Source: the OMol25 dataset
Level of theory: ωB97M-V/def2-TZVPD

## Properties
E   -121577.380 eV
Charge   +1
Relative energy (zero: lowest compared OMol25 entry of this formula, charge and spin)   0.00 kcal per mole
SMILES   CC(C)C[C@H]1C(=O)N2CCC[C@H]2[C@]2(O)O[C@](NC(=O)[C@@H]3C=C4c5cccc6[nH]c(Br)c(c56)C[C@H]4[N@H+](C)C3)(C(C)C)C(=O)N12

Last column: Mulliken charge in e.
Geometry (Å):
1 C 0.760 1.568 -3.332  -1.253
2 H 0.332 0.590 -3.126  0.322
3 H 0.375 2.270 -2.593  0.149
4 H 0.417 1.889 -4.312  0.466
5 C 2.287 1.535 -3.286  0.596
6 C 2.845 2.955 -3.359  -1.734
7 H 2.561 3.530 -2.478  0.271
8 H 2.462 3.465 -4.238  0.443
9 H 3.929 2.934 -3.422  0.445
10 C 2.783 0.836 -2.015  -0.273
11 H 3.820 1.115 -1.821  0.461
12 H 2.184 1.156 -1.158  -0.255
13 C 2.698 -0.702 -2.117  0.063
14 N 2.501 -1.303 -0.818  1.212
15 C 1.349 -1.397 -0.162  -0.838
16 O 0.245 -1.019 -0.500  -0.646
17 C 1.680 -2.058 1.190  1.459
18 N 1.263 -1.118 2.231  0.290
19 C 1.415 0.204 2.118  -0.698
20 O 2.153 0.745 1.312  -0.704
21 C 0.549 1.053 3.080  0.484
22 C -0.796 0.451 3.329  -1.409
23 C -1.716 0.514 2.354  1.150
24 C -3.127 0.219 2.538  0.739
25 C -3.747 -0.329 3.654  -0.752
26 C -5.139 -0.368 3.745  -0.944
27 C -5.979 0.146 2.770  -0.907
28 C -5.381 0.681 1.637  -1.420
29 C -3.978 0.680 1.531  1.477
30 C -3.614 1.243 0.290  0.722
31 C -4.791 1.578 -0.320  -0.458
32 N -5.855 1.259 0.490  0.043
33 H -6.822 1.397 0.243  0.186
34 Br -5.065 2.393 -1.993  -0.176
35 C -2.190 1.171 -0.129  -0.923
36 H -2.024 0.201 -0.613  0.187
37 H -1.933 1.923 -0.873  0.645
38 C -1.231 1.178 1.069  0.857
39 H -0.330 0.670 0.717  -1.289
40 N -0.779 2.558 1.524  0.464
41 H -1.574 2.942 2.044  0.592
42 C -0.453 3.495 0.435  -1.136
43 H -1.346 3.777 -0.117  0.336
44 H -0.010 4.399 0.850  0.421
45 H 0.262 3.025 -0.241  0.480
46 C 0.386 2.452 2.458  -1.381
47 H 0.276 3.206 3.238  0.339
48 H 1.298 2.650 1.886  0.648
49 H -7.050 0.123 2.892  0.420
50 H -5.581 -0.804 4.628  0.403
51 H -3.165 -0.729 4.468  0.397
52 H -1.017 0.044 4.300  0.563
53 H 1.116 1.150 4.009  0.735
54 H 0.685 -1.487 2.971  0.517
55 O 3.071 -2.260 1.155  -0.469
56 C 3.647 -1.652 0.010  -0.770
57 O 4.398 -0.558 0.332  -0.568
58 H 3.824 0.109 0.756  0.576
59 C 4.489 -2.643 -0.802  -0.160
60 N 4.728 -2.091 -2.120  0.082
61 C 3.968 -1.219 -2.802  -0.237
62 O 4.272 -0.822 -3.907  -0.712
63 C 6.043 -2.474 -2.625  -0.674
64 C 6.622 -3.377 -1.538  -0.612
65 H 7.700 -3.272 -1.453  0.402
66 H 6.390 -4.422 -1.749  0.330
67 C 5.892 -2.925 -0.273  -0.782
68 H 5.890 -3.673 0.516  0.281
69 H 6.317 -1.998 0.110  0.388
70 H 5.938 -2.973 -3.591  0.327
71 H 6.640 -1.570 -2.774  0.396
72 H 3.911 -3.575 -0.885  0.312
73 C 0.914 -3.379 1.396  0.331
74 C 1.145 -4.315 0.212  -1.490
75 H 0.551 -5.216 0.337  0.564
76 H 0.856 -3.843 -0.724  0.280
77 H 2.193 -4.599 0.160  0.268
78 C 1.351 -4.057 2.693  -1.399
79 H 0.861 -5.022 2.783  0.437
80 H 2.427 -4.209 2.677  0.283
81 H 1.101 -3.468 3.573  0.353
82 H -0.150 -3.120 1.436  0.398
83 H 1.833 -0.977 -2.730  0.634
84 H 2.665 0.974 -4.144  0.448

---

Entry 3:
Formula: C38H53N9SSbSi2Ti
Source: the OMol25 dataset
Level of theory: ωB97M-V/def2-TZVPD

## Properties
E   -109918.709 eV
Charge   +1
Relative energy (zero: lowest compared OMol25 entry of this formula, charge and spin)   0.00 kcal per mole
2S+1   3
<S²>   2.01

Last column: Mulliken charge in e.
Geometry (Å):
1 Ti -0.146 -0.383 0.086  -0.116
2 C -0.470 4.248 0.796  -0.883
3 C -1.290 3.642 1.896  0.883
4 C -1.559 4.391 3.045  -0.910
5 C -2.293 3.831 4.065  -0.761
6 C -2.740 2.525 3.912  -0.859
7 C -2.441 1.848 2.736  -0.062
8 N -1.740 2.395 1.739  0.384
9 Sb -3.316 -0.114 2.752  0.971
10 C -4.275 -0.234 0.826  0.063
11 C -5.373 -1.083 0.812  -0.707
12 C -6.120 -1.195 -0.355  -0.775
13 C -5.752 -0.429 -1.440  -0.747
14 C -4.646 0.420 -1.340  0.937
15 C -4.282 1.294 -2.505  -1.465
16 N -3.910 0.502 -0.232  0.164
17 C -1.774 -1.673 2.527  -0.644
18 C -2.075 -2.712 3.403  -0.665
19 C -1.295 -3.860 3.434  -1.207
20 C -0.207 -3.940 2.591  -0.625
21 C 0.066 -2.875 1.743  -0.467
22 C 1.231 -2.907 0.808  -0.908
23 N -0.705 -1.771 1.706  2.074
24 H 0.183 5.025 1.190  0.485
25 H 0.143 3.489 0.313  -0.202
26 H -1.108 4.704 0.036  0.327
27 H -1.185 5.404 3.117  0.505
28 H -2.516 4.390 4.964  0.414
29 H -3.311 2.047 4.698  0.447
30 H -5.652 -1.640 1.698  0.443
31 H -6.979 -1.852 -0.403  0.451
32 H -6.308 -0.470 -2.368  0.435
33 H -4.305 0.733 -3.439  0.400
34 H -5.003 2.109 -2.598  0.511
35 H -3.292 1.723 -2.373  0.069
36 H -2.927 -2.625 4.065  0.523
37 H -1.536 -4.671 4.109  0.435
38 H 0.438 -4.809 2.577  0.601
39 H 1.968 -3.646 1.115  0.850
40 H 0.912 -3.161 -0.203  0.314
41 H 1.732 -1.931 0.768  -0.443
42 C 0.652 -2.741 -2.949  -1.239
43 Si 2.023 -1.469 -2.594  0.190
44 C 2.501 -0.948 -4.342  -1.389
45 C 3.439 -2.516 -1.921  -1.034
46 C 1.617 -0.073 -1.407  4.296
47 C 0.762 1.026 -1.935  -2.891
48 C 0.954 1.730 -3.136  -0.469
49 C 0.090 2.746 -3.491  -1.376
50 C -0.985 3.061 -2.663  -1.234
51 C -1.141 2.336 -1.503  -1.819
52 N -0.295 1.363 -1.153  1.992
53 Si 3.220 0.759 -0.848  -0.854
54 C 2.947 2.563 -0.381  -0.788
55 C 4.100 -0.143 0.558  -0.265
56 C 4.510 0.944 -2.215  -1.293
57 H 1.144 -3.698 -3.147  0.698
58 H 0.111 -2.480 -3.862  0.231
59 H -0.092 -2.914 -2.175  0.169
60 H 2.756 -1.845 -4.914  0.420
61 H 3.357 -0.274 -4.384  0.359
62 H 1.663 -0.471 -4.858  0.369
63 H 3.523 -3.411 -2.542  0.459
64 H 3.259 -2.847 -0.896  0.180
65 H 4.406 -2.018 -1.940  0.310
66 H 1.801 1.484 -3.759  0.498
67 H 0.253 3.299 -4.408  0.494
68 H -1.683 3.848 -2.914  0.559
69 H -1.958 2.506 -0.810  1.485
70 H 2.284 2.718 0.465  0.045
71 H 2.567 3.130 -1.235  0.332
72 H 3.922 2.992 -0.128  0.573
73 H 3.412 -0.532 1.311  -0.313
74 H 4.786 0.551 1.054  0.433
75 H 4.699 -0.972 0.184  0.445
76 H 4.157 1.607 -3.009  0.305
77 H 4.851 0.019 -2.677  0.345
78 H 5.386 1.427 -1.770  0.402
79 N -2.815 -1.118 -4.714  -0.374
80 C -2.707 -1.545 -3.422  -0.315
81 C -1.775 -0.958 -2.548  -0.847
82 N -1.662 -1.347 -1.290  3.519
83 C -2.494 -2.322 -0.876  -0.845
84 C -3.416 -2.874 -1.738  -0.969
85 N -3.532 -2.498 -3.010  -0.636
86 H -2.050 -0.609 -5.123  0.222
87 H -3.343 -1.709 -5.336  0.282
88 H -1.115 -0.178 -2.905  -0.389
89 H -2.413 -2.655 0.147  0.078
90 H -4.085 -3.653 -1.397  0.459
91 C 3.574 2.178 3.475  -0.801
92 N 3.123 0.835 3.777  0.282
93 C 3.942 -0.119 4.518  -0.578
94 C 3.037 -1.357 4.581  -0.752
95 N 2.058 -1.065 3.537  0.272
96 C 2.078 0.245 3.191  -1.159
97 S 0.997 1.038 2.179  0.214
98 H 4.380 2.431 4.159  0.397
99 H 2.757 2.885 3.607  0.303
100 H 3.934 2.251 2.447  0.200
101 H 4.187 0.270 5.506  0.438
102 H 4.873 -0.318 3.980  0.329
103 H 2.557 -1.456 5.557  0.385
104 H 3.581 -2.274 4.363  0.350
105 H 1.193 -1.572 3.459  0.066

---

Entry 4:
Formula: C5H11BS
Source: the OMol25 dataset
Level of theory: ωB97M-V/def2-TZVPD

## Properties
E   -16868.676 eV
Charge   0
2S+1   3
<S²>   2.01

Last column: Mulliken charge in e.
Geometry (Å):
1 B -1.063 0.246 0.179  0.256
2 C 2.658 -1.109 -0.048  -0.624
3 C 1.341 -0.742 -0.570  -0.285
4 C -0.977 1.792 0.529  -1.162
5 C -2.007 -0.310 -1.016  -1.226
6 C -0.114 -0.507 1.122  -0.824
7 S 2.411 0.652 -0.474  -0.069
8 H 2.780 -1.388 1.042  0.268
9 H 3.262 -1.800 -0.839  0.251
10 H 0.781 -0.968 -1.402  0.543
11 H 0.058 2.280 0.772  0.236
12 H -1.485 2.036 1.410  0.394
13 H -1.316 2.570 -0.078  0.441
14 H -3.011 -0.338 -0.656  0.340
15 H -1.763 -1.245 -1.375  0.403
16 H -1.882 0.300 -1.866  0.409
17 H -0.179 -1.573 1.491  0.264
18 H 0.507 0.104 1.779  0.383

---

Entry 5:
Formula: CH5NO3Si
Source: the OMol25 dataset
Level of theory: ωB97M-V/def2-TZVPD

## Properties
E   -16623.836 eV
Charge   0
Relative energy (zero: lowest compared OMol25 entry of this formula, charge and spin)   51.82 kcal per mole
SMILES   O=C[SiH3].O=NO

Last column: Mulliken charge in e.
Geometry (Å):
1 C -0.068 0.320 -1.034  -0.029
2 N 1.564 0.872 0.906  0.164
3 O 0.861 1.152 1.822  -0.247
4 O 1.756 -0.505 0.766  -0.350
5 O 0.568 -0.224 -1.898  -0.478
6 Si -1.565 -0.467 -0.110  0.440
7 H 0.226 1.354 -0.729  0.404
8 H 2.346 -0.639 0.010  0.390
9 H -1.787 -1.785 -0.689  -0.098
10 H -1.221 -0.529 1.305  -0.095
11 H -2.680 0.449 -0.347  -0.102

---

Question: charge of number 1 (C10H20Cl2CrN2S)?
Answer: -1

---

Question: What is the charge in the second record?
Answer: +1

---

Question: The lowest E belongs to which entry?
Answer: C32H41BrN5O5

---

Copy entry 4 word for word.
Formula: C5H11BS
Source: the OMol25 dataset
Level of theory: ωB97M-V/def2-TZVPD

## Properties
E   -16868.676 eV
Charge   0
2S+1   3
<S²>   2.01

Last column: Mulliken charge in e.
Geometry (Å):
1 B -1.063 0.246 0.179  0.256
2 C 2.658 -1.109 -0.048  -0.624
3 C 1.341 -0.742 -0.570  -0.285
4 C -0.977 1.792 0.529  -1.162
5 C -2.007 -0.310 -1.016  -1.226
6 C -0.114 -0.507 1.122  -0.824
7 S 2.411 0.652 -0.474  -0.069
8 H 2.780 -1.388 1.042  0.268
9 H 3.262 -1.800 -0.839  0.251
10 H 0.781 -0.968 -1.402  0.543
11 H 0.058 2.280 0.772  0.236
12 H -1.485 2.036 1.410  0.394
13 H -1.316 2.570 -0.078  0.441
14 H -3.011 -0.338 -0.656  0.340
15 H -1.763 -1.245 -1.375  0.403
16 H -1.882 0.300 -1.866  0.409
17 H -0.179 -1.573 1.491  0.264
18 H 0.507 0.104 1.779  0.383